# C29H64IN10O5P3

4 unconnected molecules or ions with the total composition C29H64IN10O5P3 (the ωB97M-V functional and the def2-TZVPD basis, the Open Molecules 2025 dataset).

Element x y z (Å)
1 H -2.310 3.332 -1.802
2 H 7.147 0.568 0.417
3 H 0.647 -4.715 3.523
4 H 5.049 -5.577 1.039
5 C -1.060 -1.637 6.882
6 H -1.766 0.584 8.197
7 C 0.944 -5.361 2.688
8 H 7.066 3.125 -0.887
9 C 0.514 0.060 -1.238
10 C 0.958 -0.943 3.703
11 H -6.580 1.843 -4.523
12 H -3.900 5.632 -3.953
13 H -4.727 4.052 -2.188
14 H 1.417 -5.254 -2.416
15 N 1.622 -5.997 -0.441
16 H -1.528 3.067 5.690
17 C -2.901 4.894 -6.326
18 H 1.112 -6.981 -2.274
19 C 5.083 2.482 -1.744
20 H -0.081 -0.421 -3.483
21 H 1.363 0.802 0.876
22 H 1.623 -0.374 6.234
23 C -4.591 5.238 -4.708
24 H -1.244 -5.198 0.585
25 H 1.994 -5.592 2.831
26 H -0.097 -2.109 6.648
27 H -0.137 -0.784 -0.823
28 H -4.468 2.356 -1.768
29 H 1.475 -8.083 -0.339
30 H -5.491 4.886 -4.206
31 H -5.573 2.792 -3.053
32 C -6.286 2.373 -5.434
33 I 6.120 3.000 -3.631
34 H -3.233 5.830 -6.785
35 O -2.954 1.151 -4.853
36 H -6.444 3.440 -5.304
37 H -1.320 -4.517 2.214
38 C 2.182 2.084 -0.886
39 C 0.523 0.264 -2.792
40 H 0.099 2.698 5.059
41 C 3.149 3.188 -0.268
42 H 1.757 -7.350 1.202
43 H -2.728 2.851 3.018
44 H 7.889 0.931 -1.275
45 H 3.610 -6.511 1.146
46 C 1.223 -7.203 0.264
47 C 0.976 -6.021 -1.769
48 C -0.955 2.771 4.806
49 C 6.915 0.911 -0.659
50 H -0.931 -3.475 0.852
51 H -3.146 1.162 2.920
52 H 0.343 -1.053 2.803
53 C 4.161 -3.309 0.442
54 O -2.839 -0.301 4.807
55 C -2.792 1.932 3.608
56 H 3.892 -2.624 -0.364
57 H 5.223 -3.533 0.299
58 H -4.070 0.372 -6.858
59 C -2.258 3.353 -2.893
60 C -4.973 0.631 -6.303
61 H -5.081 -0.060 -5.459
62 H 2.407 0.677 5.053
63 H 1.983 -0.763 3.367
64 N 0.445 0.161 4.538
65 N -3.511 3.003 -3.536
66 H -3.548 2.085 4.387
67 C 6.238 2.387 -0.617
68 H -4.926 6.087 -5.315
69 C 1.356 0.945 -0.251
70 O 3.203 3.736 0.847
71 C 3.098 3.598 -2.612
72 H -1.208 -1.708 7.962
73 H 3.915 -5.209 2.326
74 C -4.615 3.044 -2.609
75 N -3.981 4.236 -5.565
76 C -0.774 -4.478 1.268
77 H 4.055 -2.787 1.400
78 H -5.806 0.452 -6.991
79 H -0.979 1.722 7.126
80 H 6.231 0.125 -1.128
81 N -4.938 2.030 -5.851
82 C 1.384 1.447 -3.431
83 C 2.165 2.318 -2.430
84 H 4.698 1.418 -1.907
85 H 0.403 -6.309 2.803
86 H -2.043 5.106 -5.681
87 C -0.964 0.689 7.456
88 P -3.447 2.575 -5.180
89 H -1.849 -2.239 6.412
90 P -1.319 -0.061 4.714
91 N 3.340 -4.529 0.401
92 N 4.029 3.490 -1.442
93 H -0.012 0.549 7.986
94 H 0.930 -1.890 4.251
95 C 1.451 0.459 5.543
96 H 5.840 2.644 0.423
97 H 0.146 -7.245 0.464
98 H -2.562 4.243 -7.139
99 H -1.942 4.363 -3.188
100 N -1.490 1.570 4.188
101 H -1.460 2.657 -3.180
102 H 1.436 1.663 -4.544
103 H -1.001 3.615 4.109
104 O 3.021 4.483 -3.485
105 H -7.011 2.090 -6.206
106 N 0.643 -4.761 1.411
107 H -0.095 -5.817 -1.685
108 O 1.684 -2.829 0.585
109 P 1.656 -4.302 0.122
110 C 3.982 -5.498 1.272
111 N -1.092 -0.271 6.388
112 H 1.228 1.354 6.122

Its max |F| is 7.7 eV/Å. As for the spin multiplicity: 1. The calculation puts the LUMO energy at -0.0480 Ha. As for the SMILES: CC[C@H](I)N1C(=O)c2ccccc2C1=O.CN(C)P(=O)(N(C)C)N(C)C.CN(C)P(=O)(N(C)C)N(C)C.CN(C)P(=O)(N(C)C)N(C)C.

Atom charges from the Mulliken analysis, given in e for atoms 1 to 99:
1 H 0.4472
2 H 0.2772
3 H 0.1780
4 H 0.3966
5 C -1.0824
6 H 0.3040
7 C -1.0289
8 H 0.3687
9 C -0.2935
10 C -1.5552
11 H 0.3507
12 H 0.2874
13 H 0.4252
14 H 0.3352
15 N 0.0031
16 H 0.3431
17 C -1.0325
18 H 0.3621
19 C -0.6929
20 H 0.3510
21 H 0.5272
22 H 0.2739
23 C -1.0634
24 H 0.2445
25 H 0.2666
26 H 0.2744
27 H 0.4013
28 H 0.2924
29 H 0.4325
30 H 0.3241
31 H 0.2096
32 C -1.0316
33 I 0.0581
34 H 0.3469
35 O -0.7608
36 H 0.2015
37 H 0.4427
38 C 0.3548
39 C -0.5172
40 H 0.1873
41 C 0.1674
42 H 0.3137
43 H 0.3277
44 H 0.2641
45 H 0.2027
46 C -1.0653
47 C -1.0391
48 C -1.0716
49 C -0.8610
50 H 0.1693
51 H 0.2844
52 H 0.3750
53 C -0.9601
54 O -0.8137
55 C -1.0133
56 H 0.2353
57 H 0.3800
58 H 0.2837
59 C -1.1316
60 C -0.9563
61 H 0.3069
62 H 0.3743
63 H 0.4830
64 N 0.3287
65 N 0.2818
66 H 0.3139
67 C -0.2754
68 H 0.4317
69 C -0.6101
70 O -0.5502
71 C 0.0780
72 H 0.3966
73 H 0.3341
74 C -0.9565
75 N -0.0016
76 C -1.1084
77 H 0.2722
78 H 0.3387
79 H 0.2230
80 H 0.2553
81 N 0.1810
82 C -0.7256
83 C 0.8023
84 H 0.4394
85 H 0.4288
86 H 0.3379
87 C -0.9643
88 P 0.6828
89 H 0.2815
90 P 0.7420
91 N 0.2197
92 N -0.0562
93 H 0.4026
94 H 0.3644
95 C -1.0625
96 H 0.2723
97 H 0.2866
98 H 0.3398
99 H 0.2633